Formula: C4H3N3
Source: the Open Molecules 2025 dataset
Level of theory: the ωB97M-V functional and the def2-TZVPD basis

The geometry in XYZ format:
```
10
Properties=species:S:1:pos:R:3:forces:R:3
C 0.422921 1.251380 -0.643961 0.09 0.42 0.09
H 0.943598 -0.519525 1.294468 -1.39 -1.99 0.34
H 0.735102 2.115907 -1.210338 -0.02 -0.10 0.01
C -0.512115 -0.630323 -0.272400 0.38 0.19 -0.21
N -1.772010 -2.869511 -0.605947 0.60 0.97 0.24
N -0.330367 0.258807 -1.218675 -0.15 -0.46 0.33
N -0.016929 -0.235621 0.959275 2.20 0.65 0.43
C -1.208872 -1.872133 -0.440855 -0.55 -0.83 -0.26
C 0.647459 0.975170 0.667964 -1.14 1.42 -0.54
H 1.107050 1.542915 1.476564 -0.02 -0.27 -0.40
```
Forces are in eV/Å.

Results
Max |F| (Eh/bohr): 0.0477
Molar mass (g mol⁻¹): 93.09
Spin multiplicity: 1
SMILES: N#Cc1ncc[nH]1
Energy relative to the best compared isomer or geometry (same formula, charge and spin) (kcal/mol): 29.7
Gap between HOMO and LUMO (Ha): 0.370
Lowest unoccupied orbital energy (eV): 0.20
Total charge: 0